The following is a quantum chemistry calculation of 3 unconnected molecules or ions with the total composition C19H51N6O7P3S3 at a distorted geometry, from OMol25.

As for the highest occupied orbital energy: -8.069 eV. The calculation puts the total energy at -104174.4129 eV. The gap between HOMO and LUMO is 0.2826 Ha. The calculation puts the lowest unoccupied orbital energy at -0.379 eV.

Geometry as XYZ:
```
89
Properties=species:S:1:pos:R:3:forces:R:3:lowdin_charge:R:1
S 5.19202 4.52070 5.66208 0.6923 0.9018 -1.3495 0.659
S -0.14816 3.02745 7.44233 0.3599 0.1577 0.1465 0.310
S 4.59292 1.43944 0.97432 0.1477 -0.5832 -0.0325 0.724
P 1.62174 2.29069 7.66418 -1.7695 0.5340 -0.5707 0.207
P 2.03010 -0.22240 -2.74424 0.3742 -6.8786 -1.4780 0.700
P -4.77669 -1.61181 -2.62156 0.2976 -7.6312 -2.1801 0.725
O 3.48585 -0.07738 -2.37023 -1.2623 3.3976 0.6423 -0.309
O -3.30617 -1.68398 -2.24609 -0.8496 3.9302 1.0305 -0.312
O 2.24645 2.66277 9.11817 0.3094 -0.9318 -0.7973 -0.191
O 4.03630 4.98121 6.69397 0.8947 -0.8815 -0.4393 -0.196
O 4.73257 4.79223 4.33321 -1.0346 -0.7808 -0.1277 -0.252
O 1.54797 0.66880 7.56950 0.8608 0.5980 0.5815 -0.212
O 6.41939 5.17451 5.93946 0.4025 0.1510 1.4960 -0.244
N 1.58663 -1.42162 -1.59089 0.1766 0.0861 0.4589 -0.303
N 2.28116 -0.92170 -4.30073 0.2941 0.1222 -0.3064 -0.334
N -4.55047 -2.27965 -4.19925 0.2056 0.2329 -0.4819 -0.336
N -5.29432 -2.86166 -1.53906 -0.1561 0.2854 0.6426 -0.306
N -6.41274 -1.16598 -3.07708 1.1838 3.0836 0.7938 -0.269
N 0.36336 0.09709 -3.17075 0.9842 3.1845 0.3248 -0.265
C -5.09410 -2.57045 -0.12093 0.4179 0.2115 0.0657 -0.140
C -6.38899 -3.79365 -1.72244 -0.5292 0.1469 -0.2039 -0.133
C -3.20287 -2.22197 -4.75531 0.1843 0.1009 0.1786 -0.143
C 5.82793 1.96580 4.71331 -0.5390 -0.1997 0.1479 -0.162
C -6.48170 -0.24735 -4.24338 -0.0852 -0.1206 -0.5108 -0.127
C -0.38550 0.80719 -2.10704 -0.2253 -0.3307 0.5281 -0.130
C 5.40481 2.75486 5.96248 -0.3330 -0.3670 0.2257 -0.313
C 4.58060 2.44320 2.49561 -0.8076 0.8139 -0.0369 -0.574
C 2.79046 4.37442 6.31599 -1.0018 0.1018 0.3472 -0.220
C 0.52141 -2.39432 -1.73848 -0.6752 0.1132 -0.1535 -0.126
C 4.70263 1.54839 3.74872 0.8232 -0.1903 -1.1828 -0.247
C 1.68950 -2.17160 -4.73459 -0.5535 0.1378 -0.1306 -0.144
C 3.61189 -0.78573 -4.88070 0.2083 0.1218 0.1835 -0.144
C -5.21942 -3.46984 -4.68504 -0.5387 0.2119 -0.1518 -0.146
C 0.20670 0.95214 -4.37583 -0.1125 -0.1693 -0.4757 -0.128
C 4.17771 2.20430 6.71491 -0.2337 0.3721 0.1168 -0.172
C -7.13144 -0.45336 -1.99021 -0.2508 -0.4235 0.4636 -0.131
C 1.78676 -1.05412 -0.19297 0.4289 0.2340 0.0719 -0.142
C 2.80761 2.82488 6.35381 0.0730 -0.4327 0.9003 -0.340
H -7.52131 0.01582 -4.44422 -0.0345 -0.0041 0.2558 0.081
H 1.76856 -1.93006 0.45812 -0.0947 -0.1150 -0.1626 0.079
H 0.59382 -3.16184 -0.96417 0.2048 0.1973 0.1641 0.083
H 1.80996 -2.29233 -5.81527 0.1647 0.0798 0.0161 0.077
H 6.63448 2.47739 4.18463 -0.1234 0.0903 -0.0240 0.127
H 3.57095 -0.94699 -5.96148 -0.1971 -0.1071 0.0271 0.076
H -1.39224 1.04265 -2.44889 0.0515 -0.0422 -0.1541 0.076
H -8.11063 -0.12478 -2.33568 0.0672 -0.0055 -0.1563 0.082
H 4.32421 -1.50143 -4.45284 0.0649 0.0480 -0.0275 0.084
H -7.38564 -3.33888 -1.62195 -0.0224 -0.0252 -0.0082 0.076
H -6.29774 -3.41753 -4.53385 0.0358 -0.0068 0.1808 0.070
H 1.02179 -0.35054 0.16544 -0.0297 -0.1054 0.1505 0.068
H -6.32465 -4.58670 -0.97434 0.1409 0.1553 0.1377 0.082
H 0.57399 -2.94488 -2.67221 0.0356 0.2174 -0.0703 0.047
H -5.15052 -3.48060 0.47773 -0.0718 -0.0711 -0.1245 0.078
H -6.57809 0.42058 -1.63686 -0.1323 0.1037 -0.0406 0.087
H -0.51714 0.19515 -1.21676 0.1916 -0.1292 -0.0690 0.058
H -6.34844 -4.30948 -2.67553 0.0123 0.2073 -0.0673 0.046
H -5.08835 -3.56291 -5.76688 0.1622 0.0603 0.0199 0.078
H 4.00218 0.21775 -4.73202 0.0503 -0.0633 0.1304 0.069
H -4.10550 -2.14515 0.05279 -0.0084 0.0497 -0.1490 0.069
H -0.48089 -1.95158 -1.66086 -0.0587 -0.1232 -0.0293 0.066
H -5.83523 -1.86022 0.27258 -0.0517 -0.1154 0.1211 0.066
H 2.36970 2.46641 5.42247 0.1813 -0.2112 0.0324 0.116
H -4.82206 -4.38173 -4.22134 -0.0434 -0.0377 -0.0176 0.086
H 0.85564 0.41380 8.20428 -0.0093 -0.2107 -0.3530 0.075
H -3.23683 -2.34556 -5.84111 -0.2051 -0.0907 0.0179 0.079
H 6.23998 2.69873 6.66266 0.0206 0.3417 -0.0640 0.132
H 0.59367 0.47074 -5.26830 0.1815 -0.1145 0.1566 0.069
H 3.72827 1.42247 4.21453 0.0987 0.0363 0.1582 0.095
H 2.75779 -0.58288 -0.04790 -0.0363 0.0608 -0.1378 0.020
H 0.71091 1.91616 -4.26070 -0.1251 0.0766 -0.0254 0.084
H 0.10834 1.73775 -1.81160 -0.1145 0.0861 -0.0470 0.086
H -6.10570 -0.71277 -5.14863 0.1737 -0.1433 0.1653 0.070
H -7.31751 -1.10548 -1.13768 0.1902 -0.1057 -0.0444 0.057
H 4.34276 2.31502 -0.02249 0.0206 0.1495 0.5204 -0.135
H -2.55111 -3.00064 -4.34047 0.0714 0.0476 -0.0177 0.084
H 2.46582 4.74041 5.34320 0.3118 -0.1045 -0.0812 0.127
H 2.86996 1.95149 9.34963 0.0088 0.3685 0.3003 0.081
H 3.62934 2.97531 2.54527 0.0970 0.0774 -0.0884 0.062
H 6.27373 1.04167 5.09486 0.0058 0.1326 0.1613 0.121
H 0.61238 -2.18861 -4.56541 0.0478 0.0085 0.1805 0.063
H 4.09930 1.11518 6.66972 0.2153 0.0443 -0.3086 0.128
H 5.34656 3.21344 2.46034 0.1302 -0.1728 0.0336 0.058
H -2.74293 -1.25422 -4.56843 0.0598 -0.0764 0.1186 0.061
H -5.91698 0.67318 -4.07112 -0.1230 0.0831 -0.0188 0.085
H 2.04046 4.74367 7.01772 0.2796 0.1660 0.1032 0.088
H -0.85309 1.13498 -4.56258 -0.0280 0.0064 0.2498 0.075
H 4.35009 2.43619 7.77040 0.0216 0.0542 -0.0740 0.107
H 2.15615 -3.03774 -4.24801 -0.0567 -0.0412 -0.0091 0.087
H 4.97991 0.55807 3.36794 -0.0926 -0.0363 0.2310 0.086
```
Positions in Å, forces in eV/Å.